# 1
{"formula": "C6H11N3OS", "method": "ωB97M-V/def2-TZVPD", "elements": ["N", "C", "N", "C", "S", "C", "C", "N", "C", "C", "O", "H", "H", "H", "H", "H", "H", "H", "H", "H", "H", "H"], "positions_angstrom": [[2.727535, -0.265345, 0.465330], [1.852011, -0.628740, -0.418547], [1.913269, -1.704110, -1.156239], [0.685637, 0.355628, -0.696628], [1.386793, 2.029489, -1.197764], [-0.165397, 0.641350, 0.938549], [-1.485191, 0.399663, 0.929910], [-2.306522, 0.383117, 2.093402], [-2.161861, -0.006639, -0.335493], [-1.532863, -0.176147, -1.497041], [-0.194887, -0.098323, -1.700976], [2.474569, 0.582108, 1.060882], [3.387919, -0.945224, 0.750409], [1.445824, -1.937431, -2.023289], [2.720173, -2.376216, -0.985943], [1.694683, 1.944153, -2.446143], [0.597662, 0.929995, 1.705421], [-3.005771, 1.089513, 1.950055], [-1.739076, 0.533746, 2.955066], [-3.012127, -0.331125, 2.281244], [-3.156495, -0.161856, -0.281036], [-2.125884, -0.257604, -2.391168]], "atomic_forces_ev_per_a": [[-1.268, 1.553, 1.412], [-2.295, 0.907, -2.012], [2.637, -2.160, 0.648], [-1.315, 1.622, 1.734], [-0.931, 0.191, 2.838], [1.762, -0.529, -2.421], [2.194, -1.747, -2.943], [-0.373, 0.868, 1.880], [3.294, 0.793, 1.223], [-0.168, 0.695, 0.641], [0.529, -0.402, 0.515], [1.165, -1.755, -1.125], [1.104, -0.220, 0.670], [-0.674, 0.674, 0.271], [-1.334, 1.171, -0.279], [0.264, -0.955, -1.636], [-1.458, -0.265, -0.445], [-0.233, 1.830, 0.405], [-0.766, 0.142, -0.442], [0.774, -1.551, -0.370], [-3.236, -0.335, -0.159], [0.326, -0.526, -0.403]], "lowdin_charge": [0.23, -0.37, 0.25, -0.53, 0.90, 0.12, -0.25, 0.26, 0.01, -0.05, -0.05, 0.16, 0.14, 0.16, 0.19, -0.13, 0.12, 0.18, 0.21, 0.20, 0.09, 0.16], "e_homo_ev": -16.3, "relative_energy_kj_mol": 145.4, "homo_lumo_gap_ev": 8.97, "total_energy_ha": -872.217207, "smiles": "NC(=[NH2+])[C@]1(S)C=C([NH3+])C=CO1", "charge": 2}


# 2
{"formula": "C4H8N4O", "method": "ωB97M-V/def2-TZVPD", "elements": ["C", "C", "C", "C", "N", "N", "N", "N", "O", "H", "H", "H", "H", "H", "H", "H", "H"], "positions_angstrom": [[2.476903, -0.633414, -0.946784], [-2.407321, -0.166698, -0.041476], [1.232044, 0.599419, 0.312966], [0.760943, -0.674537, 0.497508], [-2.547461, -0.714305, 0.963335], [1.616633, -1.425258, -0.207615], [0.721648, 1.666011, 0.862346], [-2.281378, 0.456501, -1.137897], [2.236434, 0.609755, -0.609299], [3.224658, -0.928922, -1.625711], [0.144156, -1.080795, 1.245688], [-3.044568, -1.104162, 1.790083], [1.641249, -2.427879, -0.308918], [0.162234, 1.687102, 1.674780], [1.093257, 2.600322, 0.687622], [-2.515007, 0.004232, -1.994319], [-2.514419, 1.532629, -1.162307]], "atomic_forces_ev_per_a": [[-2.875, -2.144, 2.914], [-1.216, -0.538, 1.165], [-1.042, -1.591, 0.082], [1.086, 0.966, 0.185], [-0.092, -0.272, 0.791], [3.527, 0.254, -3.781], [0.596, 3.823, -0.581], [-0.304, 3.731, -0.479], [-0.533, 0.598, 0.548], [0.717, -0.198, -0.663], [-0.637, -0.237, 0.583], [0.500, 0.381, -0.999], [-0.111, -0.255, 0.129], [-0.443, -0.744, 0.894], [0.139, -0.512, -0.231], [-0.052, -0.675, -0.825], [0.739, -2.587, 0.268]], "lowdin_charge": [0.03, -0.17, -0.33, -0.03, 0.36, 0.14, 0.21, 0.23, 0.20, 0.17, 0.12, 0.20, 0.19, 0.12, 0.16, 0.15, 0.24], "e_homo_ev": -16.4, "relative_energy_kj_mol": 66.8, "homo_lumo_gap_ev": 8.81, "total_energy_ha": -450.796744, "charge": 2}


# 3
{"formula": "C50H54KN3OP3SSe", "method": "ωB97M-V/def2-TZVPD", "elements": ["K", "C", "C", "P", "C", "C", "C", "C", "C", "C", "C", "C", "C", "C", "C", "C", "C", "P", "C", "C", "C", "C", "C", "C", "C", "C", "C", "C", "C", "C", "H", "H", "H", "H", "H", "H", "H", "H", "H", "H", "H", "H", "H", "H", "H", "H", "H", "H", "H", "H", "H", "H", "H", "H", "H", "H", "O", "S", "C", "C", "C", "C", "C", "C", "C", "C", "C", "C", "C", "C", "H", "H", "H", "H", "H", "H", "H", "H", "H", "H", "Se", "N", "C", "C", "C", "C", "N", "C", "N", "H", "H", "H", "C", "C", "P", "C", "C", "C", "C", "H", "H", "H", "H", "H", "H", "H", "H", "H", "H", "H", "H", "H", "H", "H"], "positions_angstrom": [[0.529698, 0.403277, -0.015197], [-2.502616, 0.838477, 3.270894], [-1.625517, 2.048049, 2.911894], [0.170654, 1.672666, 3.029684], [0.973326, 3.215995, 2.477669], [2.364766, 3.277030, 2.562031], [3.065669, 4.351732, 2.046290], [2.385256, 5.382929, 1.411350], [1.003249, 5.338116, 1.324683], [0.301988, 4.266386, 1.858861], [0.454613, 1.645219, 4.816350], [0.527074, 2.807393, 5.579979], [0.707610, 2.733264, 6.949767], [0.808827, 1.495912, 7.570370], [0.734197, 0.332798, 6.818885], [0.564974, 0.408401, 5.444293], [-3.554531, 0.539991, 2.199825], [-2.764757, 0.001949, 0.614758], [-4.048137, 0.311695, -0.633732], [-5.416303, 0.324202, -0.361241], [-6.334418, 0.532759, -1.376400], [-5.897013, 0.726320, -2.679165], [-4.539981, 0.725861, -2.960769], [-3.622694, 0.530506, -1.940387], [-2.790180, -1.826809, 0.759097], [-1.591978, -2.506528, 0.968884], [-1.562415, -3.891155, 1.058152], [-2.735519, -4.617245, 0.939019], [-3.937684, -3.955033, 0.736331], [-3.962033, -2.574272, 0.649101], [-3.003895, 1.026678, 4.222427], [-1.890145, -0.055967, 3.436582], [-1.886268, 2.917577, 3.524375], [-1.806310, 2.327315, 1.868541], [2.909745, 2.469968, 3.040130], [4.143694, 4.388124, 2.135376], [2.933771, 6.218474, 0.997675], [0.464455, 6.146631, 0.848852], [-0.776504, 4.265532, 1.779682], [0.452242, 3.774954, 5.096914], [0.768806, 3.639771, 7.536558], [0.949673, 1.440351, 8.641101], [0.813348, -0.632545, 7.299568], [0.518155, -0.499295, 4.857225], [-4.131854, 1.445433, 1.984533], [-4.263606, -0.215178, 2.551741], [-5.770501, 0.174092, 0.650843], [-7.392277, 0.541366, -1.152058], [-6.616163, 0.885819, -3.470874], [-4.192912, 0.882848, -3.973265], [-2.561264, 0.552479, -2.162101], [-0.658483, -1.963796, 1.057428], [-0.622371, -4.402197, 1.212050], [-2.717196, -5.696592, 1.004660], [-4.857092, -4.516709, 0.644082], [-4.904442, -2.071854, 0.474073], [0.286079, -0.589110, -2.114553], [-0.289476, -0.244656, -3.457014], [-1.444681, -1.554862, -3.825495], [-1.761465, -2.453057, -2.822631], [-2.754910, -3.394594, -3.053745], [-3.410541, -3.426040, -4.272652], [-3.078352, -2.518297, -5.272100], [-2.096347, -1.568600, -5.050095], [1.005305, -0.585285, -4.631434], [1.933553, -1.579313, -4.357143], [2.941634, -1.818880, -5.272689], [3.011883, -1.075499, -6.445366], [2.082267, -0.082711, -6.703662], [1.071293, 0.173362, -5.786411], [-1.245410, -2.406960, -1.875084], [-3.015304, -4.093960, -2.270173], [-4.185383, -4.158893, -4.449688], [-3.589683, -2.550134, -6.223956], [-1.839973, -0.855723, -5.823036], [1.862549, -2.137259, -3.433219], [3.675184, -2.588731, -5.076536], [3.801352, -1.271898, -7.157355], [2.147687, 0.499591, -7.611989], [0.351788, 0.961524, -5.966305], [4.377870, 2.323717, -0.759163], [4.050526, 3.857046, -1.607022], [2.746931, 3.963299, -1.714213], [2.061646, 5.049142, -2.348938], [0.713788, 4.980281, -2.400143], [0.032656, 3.849285, -1.823898], [0.596204, 2.850025, -1.230479], [1.973340, 2.886044, -1.164748], [2.648025, 1.908400, -0.604669], [2.630710, 5.868070, -2.765101], [0.119053, 5.752526, -2.865160], [-1.050520, 3.828613, -1.884922], [3.355329, -2.734696, 3.687171], [2.440866, -1.789815, 2.921197], [2.514268, -1.805802, 1.083430], [2.339152, -3.602438, 0.709165], [1.904779, -3.873611, -0.725411], [4.293664, -1.462394, 0.758564], [4.624363, -1.455993, -0.727476], [3.205381, -2.636298, 4.762685], [4.406491, -2.529384, 3.488637], [3.166567, -3.775852, 3.425515], [2.609173, -0.750953, 3.225919], [1.391869, -1.987088, 3.170541], [1.577695, -3.976650, 1.402691], [3.255718, -4.148333, 0.956155], [1.028545, -3.277080, -0.988644], [1.657422, -4.925786, -0.871950], [2.690279, -3.620964, -1.438498], [4.937031, -2.171321, 1.289634], [4.498858, -0.477908, 1.196515], [4.599953, -2.465795, -1.138610], [5.624354, -1.059691, -0.910029], [3.910235, -0.851777, -1.293804]], "atomic_forces_ev_per_a": [[-0.251, 0.227, 0.940], [-0.016, -0.087, 0.147], [-0.035, 0.266, -0.023], [-0.074, -0.298, -0.363], [-0.062, -0.002, 0.000], [0.077, -0.050, 0.039], [0.053, 0.025, -0.003], [0.005, 0.029, -0.011], [0.064, 0.079, -0.009], [-0.074, 0.002, -0.004], [0.003, 0.078, 0.112], [0.011, 0.076, -0.002], [-0.001, 0.031, 0.033], [0.009, -0.073, 0.034], [-0.005, 0.023, 0.048], [-0.003, 0.017, 0.070], [-0.193, -0.037, -0.029], [0.309, 0.030, 0.067], [-0.118, -0.011, 0.056], [0.055, 0.033, 0.032], [-0.028, 0.009, -0.021], [-0.036, 0.003, -0.031], [0.003, 0.004, -0.040], [0.011, -0.008, -0.046], [-0.071, -0.052, 0.059], [0.016, 0.022, -0.021], [-0.013, -0.020, -0.001], [0.012, -0.077, 0.008], [-0.023, -0.017, 0.014], [-0.042, 0.076, -0.045], [0.019, -0.031, -0.020], [-0.001, 0.006, -0.041], [0.031, -0.055, -0.041], [0.020, -0.002, 0.011], [-0.010, -0.036, 0.019], [0.015, -0.005, 0.002], [-0.001, 0.036, -0.008], [-0.020, 0.030, -0.021], [-0.034, -0.044, 0.023], [-0.001, 0.000, 0.005], [0.002, 0.020, 0.012], [0.003, -0.010, 0.026], [0.007, -0.023, 0.030], [0.008, -0.043, -0.050], [0.065, -0.005, 0.008], [0.051, 0.023, -0.018], [-0.014, 0.002, 0.023], [-0.030, 0.005, -0.001], [-0.012, 0.001, -0.027], [0.001, 0.006, -0.039], [-0.029, 0.005, 0.050], [0.062, 0.103, 0.011], [0.036, -0.032, 0.014], [0.015, -0.030, 0.001], [-0.035, -0.019, -0.001], [-0.022, -0.013, -0.009], [-0.199, -0.326, -0.754], [0.200, 0.055, 0.028], [-0.007, -0.035, -0.031], [0.024, 0.027, -0.021], [0.011, -0.017, 0.050], [-0.022, -0.011, -0.040], [-0.018, -0.012, -0.019], [-0.030, -0.049, 0.003], [-0.101, -0.121, -0.071], [-0.026, 0.026, 0.027], [0.032, -0.031, 0.020], [0.037, -0.027, -0.017], [-0.029, 0.032, -0.024], [0.029, 0.029, -0.043], [0.029, 0.016, 0.060], [-0.004, -0.012, 0.005], [-0.024, -0.017, -0.010], [-0.017, 0.003, -0.028], [0.017, 0.043, -0.037], [-0.014, -0.033, 0.038], [0.019, -0.021, 0.004], [0.022, 0.003, -0.022], [-0.005, 0.017, -0.021], [-0.038, 0.036, -0.003], [-0.596, 0.278, -0.158], [0.298, -0.160, 0.149], [0.178, 0.181, -0.122], [-0.052, -0.026, 0.003], [0.090, -0.114, 0.075], [-0.128, 0.217, -0.090], [0.201, -0.057, 0.009], [-0.289, -0.031, 0.023], [0.626, 0.067, -0.041], [0.005, 0.033, -0.013], [0.009, 0.046, -0.023], [-0.058, -0.041, 0.015], [0.059, -0.062, 0.031], [-0.056, 0.064, 0.080], [0.025, -0.068, 0.054], [0.098, -0.098, 0.194], [-0.055, -0.029, -0.134], [0.097, 0.004, 0.219], [0.034, -0.014, -0.166], [-0.019, 0.014, 0.019], [0.032, 0.018, -0.010], [-0.010, -0.023, -0.008], [0.021, -0.024, -0.018], [0.021, -0.026, -0.011], [0.003, 0.041, -0.026], [-0.014, 0.051, -0.046], [-0.028, -0.001, -0.004], [0.002, -0.009, 0.002], [0.016, 0.009, 0.002], [-0.059, 0.017, -0.048], [-0.055, -0.016, -0.013], [-0.004, 0.009, -0.014], [0.010, -0.009, 0.004], [-0.002, -0.004, -0.001]], "lowdin_charge": [0.46, -0.31, -0.38, 1.02, -0.39, -0.11, -0.10, -0.08, -0.08, -0.09, -0.38, -0.08, -0.07, -0.08, -0.08, -0.11, -0.35, 1.06, -0.38, -0.10, -0.07, -0.07, -0.07, -0.11, -0.36, -0.11, -0.08, -0.08, -0.08, -0.08, 0.11, 0.09, 0.10, 0.05, 0.11, 0.11, 0.11, 0.11, 0.10, 0.11, 0.11, 0.11, 0.11, 0.08, 0.09, 0.09, 0.10, 0.11, 0.11, 0.10, 0.06, 0.06, 0.09, 0.11, 0.11, 0.10, -0.69, 1.00, -0.38, -0.06, -0.05, -0.06, -0.07, -0.08, -0.38, -0.06, -0.06, -0.07, -0.07, -0.09, 0.09, 0.10, 0.11, 0.11, 0.11, 0.10, 0.11, 0.11, 0.11, 0.11, 1.16, -0.20, -0.40, 0.01, -0.03, -0.11, 0.08, -0.48, -0.26, 0.13, 0.11, 0.12, -0.14, -0.44, 0.92, -0.41, -0.16, -0.42, -0.17, 0.07, 0.06, 0.07, 0.06, 0.06, 0.06, 0.09, 0.05, 0.08, 0.05, 0.08, 0.07, 0.06, 0.07, 0.05], "e_homo_ev": -10.4, "relative_energy_kj_mol": 0.0, "homo_lumo_gap_ev": 6.97, "total_energy_ha": -6600.678956, "charge": 1}


# 4
{"formula": "C5H8Cl4NO", "method": "ωB97M-V/def2-TZVPD", "elements": ["C", "C", "C", "C", "C", "N", "O", "Cl", "Cl", "Cl", "Cl", "H", "H", "H", "H", "H", "H", "H", "H"], "positions_angstrom": [[0.423602, -0.836538, 0.605243], [-1.317324, 0.600980, -0.250796], [1.153707, 1.142704, -0.572626], [0.022825, -0.670453, -1.878300], [-0.114693, -0.504644, 2.520777], [0.023868, 0.035106, -0.489930], [1.107978, -1.734979, 0.385472], [-1.062668, -2.224851, -1.860187], [-1.681295, -1.157873, 2.671181], [1.270633, -1.336651, 3.225513], [0.033271, 1.204066, 2.771886], [-1.309378, 1.477809, -0.869041], [-2.175128, 0.019382, -0.637839], [-1.499671, 0.884816, 0.796847], [0.924053, 1.814536, -1.369226], [1.398616, 1.667742, 0.375372], [2.038522, 0.546331, -0.860414], [-0.306761, -0.031995, -2.642332], [1.069841, -0.895488, -1.921601]], "atomic_forces_ev_per_a": [[-1.212, 0.545, 3.238], [-1.313, 1.169, -0.062], [0.675, -1.599, 0.414], [-0.075, -2.431, 2.509], [2.405, -0.425, -3.337], [-0.892, 1.472, -1.062], [1.407, -1.743, -0.277], [1.608, 2.326, 0.042], [-0.110, -0.234, 0.462], [-1.133, 0.035, 0.208], [-0.305, 0.333, 0.411], [-0.317, 0.787, -0.047], [0.925, -0.418, 0.380], [0.324, -0.200, -0.632], [-0.473, 0.457, -0.401], [-0.837, -0.585, -0.483], [-0.274, 0.439, 0.191], [-0.629, 0.992, -0.713], [0.226, -0.920, -0.842]], "lowdin_charge": [-0.42, -0.04, 0.08, -0.33, -1.55, -0.29, 0.14, 0.62, 0.71, 0.67, 0.66, 0.10, 0.11, 0.05, 0.10, 0.10, 0.12, 0.09, 0.09], "e_homo_ev": -13.9, "relative_energy_kj_mol": 0.0, "homo_lumo_gap_ev": 10.27, "total_energy_ha": -2165.713176, "charge": 1}